Entry 1:
59
Properties=species:S:1:pos:R:3 method="wB97M-V/def2-TZVPD" smiles="O=C1NC(=O)c2cc(C(F)(F)F)ccc21.CCCCCC.CCCCCC" fmax_ev_per_a=9.4 homo_ev=-10.03 total_energy_ha=-1323.79301 multiplicity=1
O 0.8895 -1.3414 -0.2128
C 0.0338 -0.3944 -0.6052
N 0.3857 1.0537 -0.9943
C -0.6132 2.0363 -0.3473
O -0.3623 3.2424 0.1870
C -2.0142 1.2118 -0.5603
C -3.5902 1.7287 -0.6060
C -4.7122 0.5244 -0.8982
C -6.2854 1.0215 -0.9975
F -6.3187 2.0241 -2.1273
F -6.7773 1.7250 0.2121
F -7.0886 -0.1574 -1.4017
C -4.3100 -1.0571 -1.0860
C -2.7105 -1.5407 -1.0270
C -1.5980 -0.3662 -0.7617
H -0.0138 1.0647 -1.9792
H -3.8622 2.8556 -0.4462
H -5.1304 -1.8779 -1.2817
H -2.3764 -2.6612 -1.1432
C 5.4731 -3.8892 -4.6186
C 4.7322 -3.2149 -3.4746
C 3.4583 -3.9583 -3.0648
C 2.3820 -4.0539 -4.1524
C 1.8992 -2.7116 -4.7083
C 1.2370 -1.8339 -3.6579
H 4.8654 -3.9276 -5.5270
H 6.3867 -3.3352 -4.8548
H 5.7560 -4.9117 -4.3486
H 4.5027 -2.1787 -3.7446
H 5.4003 -3.1640 -2.6071
H 3.0384 -3.4733 -2.1761
H 3.7252 -4.9762 -2.7517
H 1.5209 -4.5974 -3.7389
H 2.7536 -4.6646 -4.9812
H 1.1756 -2.9060 -5.5085
H 2.7292 -2.1677 -5.1721
H 0.3719 -2.3404 -3.2179
H 0.8893 -0.9001 -4.1114
H 1.9300 -1.5719 -2.8530
C -0.2336 3.9181 6.9255
C -0.1217 2.5271 6.3214
C 0.7190 2.4950 5.0425
C 0.1644 3.3237 3.8780
C -1.2527 2.9523 3.4332
C -1.3605 1.5278 2.9120
H -0.7300 4.6157 6.2451
H -0.8201 3.8824 7.8486
H 0.7567 4.3170 7.1675
H -1.1231 2.1258 6.1334
H 0.3408 1.8616 7.0593
H 0.8378 1.4525 4.7257
H 1.7306 2.8547 5.2722
H 0.8453 3.2149 3.0221
H 0.1827 4.3852 4.1440
H -1.5594 3.6403 2.6369
H -1.9630 3.0985 4.2541
H -0.6946 1.3759 2.0565
H -2.3851 1.3224 2.5855
H -1.1062 0.7939 3.6823

=====

Entry 2:
17
Properties=species:S:1:pos:R:3 method="wB97M-V/def2-TZVPD" relative_energy_kj_mol=194.83 smiles="C[C@@H]([NH3+])CC(=O)O" fmax_ev_per_a=5.5 homo_ev=-14.47 total_energy_ha=-363.36145 charge=+1 multiplicity=1
C -0.5809 0.0558 1.2770
C -0.4301 0.5376 -0.1971
N 0.0746 2.0682 -0.2573
C 0.5088 -0.4353 -0.9810
C 0.5366 -1.6653 -0.1946
O 1.4138 -2.0574 0.5726
O -0.4426 -2.5273 -0.6654
H -0.8386 0.9466 2.0328
H -1.2357 -0.7236 1.4618
H 0.4410 -0.2513 1.5564
H -1.4748 0.5623 -0.6295
H 1.1792 2.0260 -0.2621
H -0.1469 2.5205 -1.1221
H -0.1845 2.6448 0.5619
H 0.2579 -0.6260 -2.0662
H 1.5520 0.0237 -1.1678
H -0.6298 -3.0995 0.0804

=====

Entry 3:
15
Properties=species:S:1:pos:R:3 method="wB97M-V/def2-TZVPD" relative_energy_kj_mol=305.99 fmax_ev_per_a=4.4 homo_ev=-9.15 total_energy_ha=-338.03725 multiplicity=1
H 0.4092 -1.6542 -0.4318
N 0.3947 -2.0540 0.5161
C 0.2365 -1.2446 1.4554
N 0.0816 0.1265 1.6064
C -0.3624 0.7511 0.4176
C 0.8388 0.8294 -0.4870
N 0.8799 0.6925 -1.7564
N -0.3388 0.1986 -2.2103
H 0.2781 -1.7524 2.4780
H -0.4968 0.2350 2.5869
H -0.6887 1.8050 0.5637
H -1.2840 0.1707 0.0842
H 1.7086 1.1773 0.1985
H -1.1819 0.6240 -1.8389
H -0.4748 0.0950 -3.1824

=====

Entry 4:
73
Properties=species:S:1:pos:R:3 method="wB97M-V/def2-TZVPD" relative_energy_kj_mol=20.37 fmax_ev_per_a=0.7 homo_ev=-3.92 total_energy_ha=-4492.18775 charge=-1 multiplicity=1
Ru -0.4411 -0.2452 -0.3863
C -2.5350 -0.6498 -5.3677
C -2.5123 0.4629 -4.3407
O -1.8636 -0.0318 -3.1748
P -1.2567 1.0078 -2.0614
S 0.3899 -1.8700 -1.9075
S -2.6261 2.3938 -1.6524
O -0.1575 1.8003 -2.9766
C 0.7449 1.0928 -3.8325
C 2.1703 1.1856 -3.3442
H -3.0414 -0.3206 -6.2777
H -3.0557 -1.5234 -4.9738
H -1.5192 -0.9549 -5.6203
H -3.5213 0.7955 -4.0780
H -1.9773 1.3375 -4.7230
H 0.6463 1.5615 -4.8179
H 0.4434 0.0453 -3.9184
H 2.4696 2.2301 -3.2301
H 2.8375 0.7084 -4.0663
H 2.2776 0.6763 -2.3894
Cl 2.2981 6.2624 1.3818
C 1.9602 4.6091 0.9347
C 3.0077 3.8124 0.4383
C 2.7634 2.5233 0.0716
Cl 4.0727 1.5384 -0.4932
C 1.4545 1.9258 0.1361
O 1.2988 0.7451 -0.3212
C 0.4441 2.7453 0.7260
C -0.8559 2.2575 1.0939
O -1.2912 1.1117 0.9861
C 0.7163 4.0829 1.0874
H 4.0056 4.2188 0.3513
H -1.5063 2.9937 1.5869
H -0.0856 4.6846 1.4970
O 0.2150 -1.4947 1.4805
P -1.0938 -2.1271 1.8470
C -1.9707 -1.1493 3.0823
C -3.3312 -1.3086 3.3289
C -3.9541 -0.5423 4.3026
C -3.2169 0.3818 5.0303
C -1.8613 0.5457 4.7827
C -1.2370 -0.2170 3.8083
C -0.8264 -3.7658 2.5520
C 0.4865 -4.2177 2.6338
C 0.7552 -5.4726 3.1650
C -0.2842 -6.2709 3.6158
C -1.5975 -5.8210 3.5349
C -1.8685 -4.5718 3.0030
C -2.1931 -2.2972 0.4424
C -2.9162 -1.1734 0.0115
C -3.6484 -1.2414 -1.1721
C -3.6504 -2.4043 -1.9153
C -2.9158 -3.5123 -1.5008
C -2.1904 -3.4632 -0.3288
H -3.9127 -2.0064 2.7382
H -5.0150 -0.6555 4.4841
H -3.7047 0.9866 5.7845
H -1.2926 1.2794 5.3393
H -0.1874 -0.0837 3.5779
H 1.2824 -3.5811 2.2676
H 1.7765 -5.8259 3.2199
H -0.0745 -7.2501 4.0272
H -2.4088 -6.4473 3.8824
H -2.8938 -4.2279 2.9323
H -2.9666 -0.2726 0.6153
H -4.1811 -0.3603 -1.5057
H -4.2094 -2.4471 -2.8415
H -2.8963 -4.4071 -2.1089
H -1.5952 -4.3153 -0.0256
Cl 2.7401 -3.7430 -1.8239
C 1.5814 -2.7169 -0.8654
H 2.1940 -2.0108 -0.3105
H 1.1158 -3.4167 -0.1736